{
  "formula": "C4H36N2O14",
  "method": "wB97M-V/def2-TZVPD",
  "e_lumo_ev": 0.197,
  "e_homo_ev": -9.16,
  "e_tot_ha": -1336.743574,
  "elements": ["C", "H", "H", "H", "H", "O", "H", "H", "H", "N", "H", "O", "H", "O", "H", "N", "H", "H", "H", "H", "O", "H", "H", "O", "O", "O", "H", "O", "H", "C", "O", "H", "H", "O", "H", "O", "H", "O", "H", "H", "H", "C", "H", "H", "H", "O", "C", "H", "H", "H", "H", "H", "H", "O", "H", "H"],
  "positions_angstrom": [[0.19814, -2.60185, -0.66808], [-0.28518, -3.79870, 3.04320], [-4.14062, -0.55119, -0.09026], [0.05177, -2.25582, 2.77596], [-1.74481, -1.40950, 0.15783], [-0.29293, 0.54433, -4.34517], [3.06014, -1.74491, 2.26217], [-1.71222, 0.52594, 0.80703], [0.36959, 0.90938, -4.95205], [-2.69759, 0.83747, 0.58707], [1.48814, 3.75321, -0.73372], [0.33314, 3.21294, 2.01969], [2.55902, 0.57665, -1.59609], [-1.09175, 4.19252, -2.34452], [0.25759, -2.57097, 0.44341], [-2.04849, -1.66323, -0.81167], [-0.47391, 3.84155, 2.14446], [-0.68458, -1.68793, -2.41910], [-3.23081, 0.54306, 1.49296], [-1.27381, -3.31144, -1.75433], [3.24722, 0.15713, -1.15243], [-2.07737, 2.46529, 0.16647], [0.08410, -0.11008, -3.78474], [1.22512, -2.84569, -1.16253], [0.37218, -0.16371, 4.09474], [-2.06847, -0.27093, 2.91585], [-3.11015, -0.60962, -2.43177], [1.89409, -0.86297, -3.09508], [-1.97456, 3.98647, -2.60617], [-3.41088, 0.18132, -0.52027], [0.53105, 0.66386, 0.57191], [0.50108, 1.36076, -0.07561], [2.31511, -0.57382, 1.68972], [-0.12526, -3.10813, 2.31717], [2.11868, -1.36674, -3.83182], [2.44370, -1.07473, 2.61081], [1.69122, -1.54331, -2.41428], [-1.68522, 3.32446, 0.23286], [1.25793, 3.31524, 0.72902], [2.38655, -2.67617, 0.43635], [-1.68790, 0.23982, -1.99274], [-0.94288, -2.29697, -1.49217], [1.44407, 0.34315, 0.40381], [0.57645, 0.42388, 4.73614], [3.51260, -1.96988, 0.12501], [1.56302, 3.04444, -0.07323], [-2.47071, -0.46035, -1.51305], [-3.89150, 1.06277, -1.00626], [-2.14660, -1.25543, 2.69170], [-1.02159, 3.74593, -1.43157], [0.14010, 2.29290, 1.96688], [-2.31508, 3.93406, 0.68098], [1.08175, -0.51066, 3.54989], [3.29084, -2.84669, 0.66572], [-1.18742, -0.21046, 3.18397], [3.94894, -0.05056, -1.67920]],
  "atomic_forces_ev_per_a": [[-1.423, 1.588, 2.925], [0.434, 1.704, -1.490], [0.473, 0.532, -0.911], [-0.017, -0.985, -0.117], [-0.443, -0.093, -1.199], [-1.131, 1.183, -1.106], [-0.123, -0.496, 0.414], [-1.581, -0.015, -0.665], [-0.112, -0.449, 0.625], [-0.322, -1.180, 2.828], [-0.023, -0.326, 0.586], [-1.035, 3.556, 1.955], [-1.315, 0.999, -1.745], [1.273, -0.683, 1.883], [-1.397, -0.008, -0.327], [0.950, 0.584, 0.271], [2.081, -2.655, -0.527], [0.111, -1.156, 1.049], [1.684, 1.243, -2.102], [0.030, 0.023, -0.762], [-0.907, -0.325, 4.980], [-1.278, -1.622, 0.542], [1.216, -0.594, 0.423], [4.790, -1.236, -2.585], [-2.437, -3.087, -3.083], [-2.659, -2.932, -1.014], [0.592, -0.874, 0.845], [-1.057, 0.551, 1.992], [-0.907, -0.196, -0.360], [0.050, 2.039, -0.172], [0.764, -1.608, 0.288], [-0.102, 1.251, -0.510], [0.311, -1.230, 3.333], [-0.449, -0.747, 1.998], [0.622, -1.289, -2.184], [-0.213, 1.776, -3.573], [0.268, 0.331, -0.337], [0.334, 2.788, 0.241], [-1.708, 1.681, 3.728], [-1.595, -1.265, -0.001], [-0.500, -0.794, 1.413], [-1.939, 0.075, -1.059], [-0.727, 0.328, 0.131], [1.617, 2.708, 2.810], [0.652, -2.528, 1.411], [2.250, -1.292, -5.663], [-1.325, 0.669, -0.765], [-0.432, -1.051, -0.015], [-0.065, 2.009, 0.512], [-0.352, 1.067, -1.638], [-1.082, -1.021, -0.021], [0.467, -0.947, -0.737], [1.109, 0.382, 0.372], [1.456, 3.679, -1.568], [2.688, 0.546, 1.253], [2.434, -0.608, -2.572]],
  "mulliken_charge": [0.619, 0.288, 0.303, 0.310, 0.114, -0.610, 0.443, -0.040, 0.288, -0.355, 0.248, -0.724, 0.224, -0.694, -0.016, -0.282, 0.321, 0.199, 0.304, 0.224, -0.563, 0.464, 0.405, -0.662, -0.616, -0.638, 0.389, -0.591, 0.278, -0.747, 0.020, 0.263, 0.179, -0.721, 0.255, -0.739, 0.399, -0.628, 0.394, 0.353, 0.125, -0.360, -0.075, 0.215, 0.359, -0.584, -0.095, 0.369, 0.348, 0.373, 0.315, 0.225, 0.359, -0.773, 0.269, 0.273]
}

{
  "formula": "C4H36N2O14S",
  "method": "wB97M-V/def2-TZVPD",
  "e_lumo_ev": 0.109,
  "e_homo_ev": -8.71,
  "e_tot_ha": -1734.955599,
  "elements": ["N", "O", "H", "N", "S", "H", "H", "H", "O", "H", "O", "H", "H", "H", "H", "C", "H", "H", "O", "H", "H", "H", "C", "O", "C", "C", "H", "O", "H", "H", "H", "H", "H", "H", "H", "O", "H", "H", "H", "H", "H", "O", "O", "O", "H", "H", "H", "H", "H", "O", "O", "O", "H", "H", "H", "O", "H"],
  "positions_angstrom": [[-1.15379, -0.85418, -1.38842], [4.72576, -0.44790, 0.91495], [-0.33036, -3.08081, -4.84380], [-2.58680, 1.17987, 1.10424], [-0.91130, 0.65992, 4.32401], [-2.93854, -0.69884, 0.82073], [4.20046, -0.36084, 0.14936], [-2.14042, 2.02769, 0.62963], [0.16145, -3.05339, -1.08224], [2.25939, -1.08970, -2.62772], [1.86453, 1.60986, -2.36135], [-1.59624, -1.67147, 4.03906], [5.06594, 0.29614, 1.27739], [-1.05096, 3.13259, -4.13029], [-1.26842, -2.63174, 0.02770], [-1.13684, 0.09357, -0.41460], [0.58850, -2.11741, -4.10927], [-0.13661, -0.19969, 2.01486], [-0.43753, 1.02375, -0.59141], [1.75277, -0.36405, -0.35434], [-2.54299, -3.67421, 0.15658], [-1.79728, -1.59154, -1.42552], [-1.02376, -0.77663, 1.96094], [0.52808, 3.17582, 1.83020], [-1.66108, -0.77296, 3.31904], [-1.93878, -0.13022, 0.89213], [-0.85160, -4.73075, 0.31899], [-0.70358, 3.95320, -3.68465], [0.19689, 2.45753, 1.27885], [-3.06835, 1.46541, 1.98506], [2.35449, 2.00218, -3.10209], [-0.36908, 3.56647, 2.14756], [1.18732, 1.99923, -1.79489], [-0.53991, -0.87726, -2.15658], [3.40602, -2.04960, 3.21016], [-1.71811, 3.40791, -0.76137], [-2.71512, -0.32488, 3.32467], [-0.01153, -2.76091, -2.03508], [-1.82508, 2.49788, -1.18453], [0.04756, 3.86138, -3.13175], [1.13379, -2.73053, -1.14160], [-2.21266, -2.82408, -0.16849], [1.56589, -0.76757, -3.26232], [-1.25266, -5.08209, 1.15784], [-1.97625, 4.06208, -1.33796], [2.72363, 0.59919, -1.22479], [-0.67009, -4.50817, 1.68730], [3.83747, -1.29086, 1.96441], [1.34912, 0.13732, -2.85805], [0.71984, 3.49996, -1.13779], [2.59073, -0.24691, -0.85606], [-0.22079, -2.48549, -4.08248], [0.25450, 0.10458, 4.07090], [0.09350, 3.11056, -0.47669], [1.23204, 3.99004, -0.51032], [3.14947, -1.77708, 2.34289], [-0.61024, -1.76588, 1.54031]],
  "atomic_forces_ev_per_a": [[-1.080, 1.312, 1.081], [0.495, -4.086, 0.010], [0.112, 0.373, 0.574], [0.817, 2.835, 0.038], [-0.449, -0.907, -0.409], [2.329, -0.394, -0.555], [-1.250, 0.766, -1.416], [-0.734, -1.756, 1.503], [3.574, 1.082, -2.295], [-0.902, 0.596, -0.819], [1.304, -1.660, -1.037], [-0.189, 1.216, -1.715], [1.321, 3.799, 1.084], [1.295, 1.169, 1.152], [-0.994, -1.118, -0.137], [-2.534, -5.238, -1.001], [4.631, 2.402, -0.290], [1.007, 0.750, 0.046], [3.057, 4.429, 0.470], [0.949, 0.852, -0.582], [0.758, 0.318, 0.259], [-1.175, -0.926, 0.513], [0.124, -1.048, -1.558], [-2.520, 1.142, 0.608], [-1.410, 1.023, 2.716], [-2.903, 0.403, -0.126], [-0.784, -1.084, 0.156], [-2.419, -0.193, -1.937], [0.104, -0.487, 0.095], [0.954, -0.881, -1.077], [-1.108, 0.739, 0.795], [2.396, -0.882, -0.616], [0.101, 1.800, -0.415], [1.015, 0.941, -0.865], [0.271, -0.234, 0.698], [-0.285, -4.143, 1.974], [1.059, -1.497, -0.370], [-0.583, -1.098, 1.298], [0.141, 2.172, 0.401], [0.996, -0.979, 0.877], [-1.930, -1.056, 0.954], [-0.845, 0.094, 0.018], [0.398, 0.028, 1.038], [1.565, 1.311, -1.012], [-0.848, 2.100, -2.393], [-0.754, 1.927, -0.669], [-0.516, -0.525, 0.847], [2.038, 1.335, -1.092], [0.657, -1.163, -0.834], [-0.401, -0.446, 0.981], [0.172, -3.349, 2.069], [-4.977, -2.770, -0.150], [0.961, 0.249, 0.299], [-0.041, 0.541, -1.354], [1.097, 0.759, 0.303], [-3.009, -1.637, 0.858], [-1.058, 1.094, 1.011]],
  "mulliken_charge": [-0.049, -0.724, 0.288, -0.475, -0.171, 0.174, 0.366, 0.113, -0.659, 0.348, -0.686, 0.338, 0.283, 0.313, -0.100, -0.727, 0.318, 0.239, -0.072, 0.246, 0.421, 0.530, 0.060, -0.688, -0.716, 0.706, 0.356, -0.639, 0.295, 0.214, 0.185, 0.393, 0.508, -0.035, 0.286, -0.714, 0.304, 0.302, 0.311, 0.298, 0.320, -0.640, -0.696, -0.670, 0.309, 0.422, 0.313, 0.405, 0.303, -0.652, -0.775, -0.591, 0.130, 0.362, 0.266, -0.603, 0.057]
}

{
  "formula": "C4H36N2O14S",
  "method": "wB97M-V/def2-TZVPD",
  "e_lumo_ev": 0.182,
  "e_homo_ev": -8.68,
  "e_tot_ha": -1735.000791,
  "elements": ["H", "O", "H", "C", "H", "H", "O", "O", "H", "H", "C", "H", "O", "H", "H", "H", "O", "H", "H", "H", "H", "H", "O", "O", "H", "H", "H", "O", "O", "H", "H", "H", "N", "H", "H", "H", "S", "H", "H", "H", "O", "H", "H", "O", "H", "H", "C", "H", "H", "C", "O", "H", "N", "H", "H", "O", "O"],
  "positions_angstrom": [[-0.91493, -0.46546, -5.02252], [-3.87694, -0.57744, -0.79757], [-0.59598, 1.40443, 0.46128], [1.52740, -1.32708, 0.00979], [-1.56660, -0.79350, 1.87625], [2.46580, 0.11062, -3.74431], [2.45494, -3.83654, 0.49049], [-3.10260, -2.99869, -1.44141], [-3.41166, -3.80460, -1.05439], [-2.15288, -1.96261, 0.80613], [3.71095, -0.13391, 0.81005], [3.76874, 0.40702, 1.79291], [2.65147, 2.59432, -1.05134], [3.58394, 0.68083, 0.05590], [1.73769, 2.97743, -0.91239], [-3.79505, -2.27931, -1.38343], [-1.56639, -1.08503, -1.97040], [-2.93760, -0.42870, -0.96283], [-1.66344, 2.56684, -0.40283], [1.41405, -0.43593, -2.75760], [2.74634, -4.44911, -0.21400], [-4.01754, 0.17251, -0.22257], [-1.39396, 0.86963, 0.45675], [-1.21207, 3.07511, -1.11886], [0.69732, 4.30459, 1.38565], [2.53141, -1.77974, 1.88871], [2.05187, 3.33711, 1.02957], [1.78559, 0.44531, -3.11041], [1.20936, 3.52206, 1.40940], [-0.06073, 0.62636, -4.23760], [4.20834, -1.29003, -0.89746], [-1.05701, 0.03833, 0.03699], [-1.67472, -1.77148, 1.71222], [-1.70498, 1.43802, 2.46375], [-1.64323, 3.96643, -1.16068], [0.31867, 1.54051, 2.29894], [5.05751, -1.07946, 0.05491], [1.80591, -4.33900, 0.98784], [-1.97825, -1.86120, -2.32665], [1.69916, -0.40242, 1.84484], [-2.03610, 4.27010, 1.55188], [-0.19438, -2.00855, -0.58842], [0.27955, 0.52651, 3.58495], [1.88702, -0.94384, -1.08721], [-3.14482, 0.93157, 2.04774], [0.20290, -2.33353, 2.47135], [2.39231, -0.97225, 1.18845], [-1.26366, -0.50414, -2.75202], [2.55866, 1.71592, -1.43159], [-0.31563, -2.45203, 1.42943], [-2.65726, 1.74380, 2.30136], [-2.60823, 3.54557, 1.77853], [0.35203, -1.99043, 0.26826], [-0.43865, -3.52289, 1.27628], [-1.44519, 4.45098, 2.29250], [-0.49309, -0.23457, -4.16879], [-0.17537, 0.80154, 2.75419]],
  "atomic_forces_ev_per_a": [[0.375, 0.487, 0.745], [-0.171, 0.626, 0.477], [0.225, 0.328, -0.081], [0.220, -0.469, 2.097], [0.373, 0.561, -0.192], [-0.692, 0.650, 0.681], [0.523, -0.841, -0.622], [-0.467, 0.924, -0.436], [-0.591, -0.484, 0.253], [-0.248, 0.779, 1.048], [-2.269, 0.788, 1.326], [1.561, -0.542, -0.878], [-1.099, 1.202, 0.838], [-0.746, -0.791, 0.901], [1.292, -1.012, -0.658], [0.753, -1.169, 0.413], [1.324, 2.140, -0.517], [0.561, -0.511, -0.830], [0.194, 0.807, -0.910], [0.798, 1.991, -0.278], [-0.150, 0.493, 0.551], [-0.846, 0.255, 0.325], [0.877, -1.576, -1.568], [-0.761, 0.742, 0.184], [0.299, 1.345, -0.894], [0.836, -0.735, -0.333], [0.839, 1.048, -0.869], [0.322, -1.785, -0.813], [-1.170, -2.834, 1.740], [0.213, -0.104, -0.082], [-0.510, -0.527, -1.373], [-0.414, 0.772, 0.133], [1.154, -3.169, -1.975], [-1.938, 0.307, -0.154], [0.559, -1.326, 0.369], [-0.164, -0.862, 1.091], [0.626, 0.108, 1.613], [-0.101, -0.120, 0.065], [-0.294, -0.771, -0.274], [0.487, 0.606, -0.543], [0.823, 1.424, -0.534], [-0.327, -0.298, -0.014], [-0.332, 0.784, -0.983], [-0.624, -0.719, -0.426], [0.611, 0.858, 0.278], [-0.090, -0.093, -2.332], [-0.115, 1.308, -0.140], [-0.420, -1.276, 1.189], [-0.539, -0.191, -0.403], [-0.884, 1.098, 3.579], [0.026, -0.705, 1.021], [-0.233, -0.953, 0.605], [0.945, 1.684, -1.986], [-0.670, -0.066, 0.329], [-0.513, -0.292, 0.040], [-0.682, -0.280, -1.212], [1.244, 0.386, 0.417]],
  "mulliken_charge": [0.240, -0.704, 0.162, 0.422, 0.333, 0.287, -0.530, -0.673, 0.262, 0.329, -0.642, 0.416, -0.724, 0.127, 0.345, 0.361, -0.654, 0.329, 0.284, 0.412, 0.263, 0.375, 0.296, -0.644, 0.233, 0.431, 0.315, -0.678, -0.536, 0.328, 0.073, -0.194, -0.713, 0.460, 0.285, 0.181, -0.220, 0.276, 0.290, -0.208, -0.621, -0.017, 0.281, -0.763, 0.283, 0.264, 0.242, 0.334, 0.288, -0.817, -0.723, 0.370, 0.471, 0.454, 0.264, -0.600, -0.705]
}

Relative energy (zero: lowest compared OMol25 entry of this formula, charge and spin) (kcal per mole)
155.8, 140.9, 112.5